Molecular formula: C29H27BeGeNO3S3
Method: DFT, the ωB97M-V functional and the def2-TZVPD basis

Calculated values
Relative energy (zero: lowest compared OMol25 entry of this formula, charge and spin) in kcal/mol: 16.7
M in g mol⁻¹: 615.362
Energy in eV: -127570.417
Charge: 0

Geometry (Å):
Be 0.691 -1.725 -0.067
C 1.525 2.996 4.852
C 2.360 1.918 4.143
C 3.652 1.665 4.933
C 2.722 2.444 2.749
C 1.560 0.618 4.056
C 0.787 0.176 5.144
C -0.043 -0.926 5.072
C -0.115 -1.613 3.868
S -1.153 -2.927 3.373
C -0.500 -2.842 1.778
N 0.447 -1.945 1.634
C 0.681 -1.222 2.788
C 1.544 -0.134 2.894
C -0.969 -3.533 0.594
C -1.886 -4.581 0.613
C -2.290 -5.129 -0.590
C -1.775 -4.628 -1.781
C -0.864 -3.578 -1.776
C -0.433 -2.986 -0.593
H 2.054 3.950 4.823
H 1.342 2.753 5.898
H 0.562 3.123 4.353
H 4.219 2.592 5.031
H 4.276 0.935 4.414
H 3.435 1.283 5.932
H 3.133 3.451 2.834
H 1.845 2.489 2.102
H 3.478 1.825 2.264
H 0.830 0.717 6.079
H -0.647 -1.225 5.918
H 2.164 0.106 2.042
H -2.267 -4.967 1.553
H -3.000 -5.945 -0.602
H -2.090 -5.069 -2.720
H -0.483 -3.201 -2.720
O 1.224 -0.698 -2.639
S 1.847 -0.276 -1.405
O 2.867 0.720 -1.484
O 2.202 -1.451 -0.558
S 0.255 0.472 -0.291
Ge -0.714 1.378 -2.194
C -2.402 0.381 -2.252
C -2.686 -0.635 -3.158
C -3.901 -1.303 -3.094
C -4.836 -0.958 -2.130
C -4.555 0.049 -1.218
C -3.339 0.712 -1.276
C 0.244 1.885 -3.823
C 0.774 3.169 -3.867
C 1.390 3.633 -5.020
C 1.468 2.815 -6.137
C 0.939 1.531 -6.096
C 0.334 1.063 -4.941
H -1.028 2.745 -1.531
H -1.958 -0.912 -3.910
H -4.121 -2.095 -3.800
H -5.786 -1.475 -2.086
H -5.284 0.325 -0.466
H -3.102 1.491 -0.559
H 0.693 3.807 -2.994
H 1.802 4.633 -5.045
H 1.938 3.178 -7.041
H 0.999 0.894 -6.969
H -0.053 0.054 -4.901


Molecular formula: C2H29O15
Method: DFT, the ωB97M-V functional and the def2-TZVPD basis

Calculated values
Relative energy (zero: lowest compared OMol25 entry of this formula, charge and spin) in kcal/mol: 29.4
M in g mol⁻¹: 293.239
Energy in eV: -33261.915
Charge: -1

Geometry (Å):
C 0.517 0.161 1.274
C 0.099 0.288 -0.175
O 0.890 0.880 -0.957
O -0.995 -0.244 -0.514
H 0.545 1.149 1.739
H 1.521 -0.260 1.330
H -0.171 -0.470 1.836
O 2.732 1.790 -2.976
H 2.428 2.262 -3.757
H 1.921 1.577 -2.482
O -0.191 -0.585 -3.577
H -0.358 -0.283 -2.664
H -0.406 0.181 -4.117
O -2.715 0.278 2.423
H -2.047 0.611 1.809
H -3.544 0.370 1.932
O 3.527 1.473 0.285
H 2.724 1.120 -0.135
H 3.435 2.423 0.159
O 2.151 -1.522 -1.922
H 1.299 -1.743 -2.318
H 2.034 -0.596 -1.657
O -3.909 -0.558 0.015
H -4.178 -0.944 -0.823
H -2.970 -0.799 0.096
O 0.302 -3.547 2.010
H 1.053 -2.942 1.957
H 0.707 -4.416 1.938
O 0.318 4.152 -1.608
H -0.076 3.317 -1.321
H 0.111 4.199 -2.545
O 0.002 3.312 3.316
H -0.865 3.354 3.732
H 0.459 2.598 3.774
O -1.707 -2.963 -1.076
H -1.246 -2.117 -1.198
H -1.467 -3.219 -0.176
O -1.683 -1.960 3.932
H -2.042 -1.134 3.564
H -0.956 -2.195 3.341
O -2.276 2.073 -1.677
H -1.704 1.343 -1.368
H -2.735 1.704 -2.437
O 2.974 -3.041 0.447
H 3.519 -2.466 0.995
H 2.973 -2.608 -0.426


Molecular formula: C21H25NO4
Method: DFT, the ωB97M-V functional and the def2-TZVPD basis

Calculated values
Relative energy (zero: lowest compared OMol25 entry of this formula, charge and spin) in kcal/mol: 29.2
M in g mol⁻¹: 355.434
Energy in eV: -31863.028
SMILES string: CCCCCOC(=O)[C@@H]1[C@H]2C(=O)N(c3ccccc3C)C[C@]23C=C[C@H]1O3
Charge: 0

Geometry (Å):
C -8.718 -1.442 -0.192
C -7.310 -1.130 -0.686
C -6.262 -1.462 0.374
C -4.824 -1.286 -0.112
C -4.467 0.174 -0.377
O -3.099 0.305 -0.774
C -2.188 0.376 0.195
O -2.439 0.367 1.372
C -0.805 0.526 -0.392
C 0.319 0.309 0.618
C 1.426 -0.666 0.234
O 1.286 -1.793 -0.177
N 2.609 -0.032 0.438
C 3.869 -0.644 0.211
C 4.279 -1.659 1.065
C 5.500 -2.279 0.873
C 6.313 -1.879 -0.173
C 5.894 -0.879 -1.031
C 4.666 -0.250 -0.865
C 4.223 0.806 -1.832
C 2.498 1.339 0.907
C 1.065 1.676 0.568
C 0.174 2.673 1.263
C -0.828 2.871 0.415
C -0.508 2.022 -0.799
O 0.901 2.031 -0.806
H -9.455 -1.198 -0.954
H -8.813 -2.498 0.050
H -8.944 -0.865 0.702
H -7.252 -0.072 -0.948
H -7.106 -1.710 -1.589
H -6.393 -2.501 0.681
H -6.423 -0.836 1.254
H -4.140 -1.665 0.651
H -4.664 -1.862 -1.025
H -4.635 0.771 0.525
H -5.041 0.583 -1.210
H -0.703 -0.113 -1.271
H -0.075 0.064 1.606
H 3.627 -1.962 1.870
H 5.814 -3.070 1.537
H 7.270 -2.354 -0.328
H 6.523 -0.584 -1.859
H 4.563 0.557 -2.835
H 4.654 1.772 -1.567
H 3.140 0.905 -1.843
H 3.202 1.990 0.388
H 2.676 1.399 1.988
H 0.320 3.038 2.260
H -1.717 3.457 0.530
H -0.924 2.327 -1.754


Molecular formula: C3H6N2O
Method: DFT, the ωB97M-V functional and the def2-TZVPD basis

Calculated values
Relative energy (zero: lowest compared OMol25 entry of this formula, charge and spin) in kcal/mol: 88.4
M in g mol⁻¹: 86.094
Energy in eV: -8232.865
SMILES string: O=CNN1CC1
Charge: 0

Geometry (Å):
O -3.082 -0.121 0.207
C -1.932 0.204 -0.230
N -0.889 -0.732 -0.090
N 0.399 -0.385 -0.595
C 1.569 -0.575 0.246
C 0.976 0.794 0.066
H -1.731 1.221 -0.470
H -1.197 -1.667 -0.333
H 2.563 -0.659 -0.400
H 1.593 -1.012 1.297
H 1.268 1.574 -0.614
H 0.461 1.360 0.917